Here is a cluster of 5 separate species, C24H60ClN4O8 in total at a distorted geometry from OMol25. Energies are from ωB97M-V with the def2-TZVPD basis set.

Geometry as XYZ:
```
97
Properties=species:S:1:pos:R:3:forces:R:3
O -3.53209 0.61416 -6.41995 0.96 -2.72 -0.89
H -1.06819 -1.19123 -5.35635 0.52 0.46 0.22
C -7.33893 0.08540 0.63114 1.72 -0.91 -0.12
H -1.26459 -3.18414 -8.45130 -0.42 0.10 -0.38
H -7.91945 0.34959 -0.25277 -0.14 0.48 0.23
H -1.26818 5.21172 1.02643 0.22 0.68 0.18
H 10.40851 -3.63436 5.05001 0.22 -0.28 0.41
H -1.13899 4.11232 2.39807 0.23 0.16 0.39
H -5.74248 2.99443 3.26005 -0.17 0.41 0.01
H -7.47065 2.54156 3.61320 -0.01 0.52 0.28
H 0.41052 -2.55206 -10.84578 0.49 -0.14 0.59
C -6.42886 2.22108 3.60486 0.09 -0.41 -0.80
H 2.31967 8.37023 -0.87660 0.24 0.56 -0.39
H 0.80740 -1.94957 -6.73176 -0.20 0.96 0.47
N -6.28953 -0.84447 0.08076 0.67 0.66 1.05
H -3.87800 -1.54937 -0.19609 -0.02 0.07 -0.56
H 6.57412 -6.28806 4.49482 -0.26 0.20 0.00
H 1.93225 10.68039 -0.54556 0.43 0.21 -0.23
H 3.01585 10.05856 0.77204 0.58 -0.04 -0.55
H 2.69716 11.99409 2.10489 0.08 -0.41 0.41
C 1.66024 8.65754 -0.05764 0.62 -0.67 -0.83
H 9.48382 -6.62156 4.73705 -0.11 -0.11 -0.17
N -1.22645 -1.26410 -6.35121 0.30 -0.40 -0.03
O 1.22410 10.66571 1.36256 -1.06 -0.61 0.79
C -2.61137 -1.73847 -6.40907 0.93 1.58 -0.47
H -2.73022 -2.68885 -5.88872 -0.31 -0.28 0.16
C 0.74789 7.57449 1.76806 -0.62 -0.85 2.70
H 2.69234 7.96167 1.48010 0.13 -0.28 0.25
H 1.59890 12.63924 0.95406 0.40 -0.01 -0.88
H -0.31437 -1.06175 -11.27985 -0.28 0.43 0.57
H 0.66955 8.59355 -0.50770 -0.19 -0.09 0.40
H 2.19468 -6.34352 3.61476 0.01 -0.11 0.24
C -3.88106 -4.50212 -0.37184 -0.85 1.48 -0.26
C -6.75129 1.38247 1.35444 -0.80 -1.88 0.33
H -2.89266 -1.86042 -7.45506 -0.16 -0.05 -0.04
H -0.28071 -3.14229 -6.24203 -0.21 -0.61 -0.11
H 3.31535 -7.49634 5.11829 -0.19 -0.06 0.08
O -6.35388 1.10675 2.73371 -0.02 -0.53 -1.11
O -4.82472 -3.38466 -0.33291 0.23 -1.62 0.00
C -5.51856 -1.58145 1.09852 0.40 0.45 0.00
H 2.99170 -5.04618 2.73173 -0.03 0.01 0.07
C 9.65389 -4.01776 4.36323 -0.22 0.09 0.49
H -3.22159 -0.47018 -4.73504 -0.05 -0.44 0.29
C 2.01660 10.04600 0.33679 0.10 1.76 0.69
H -3.52651 -2.57483 1.07814 -0.36 -0.43 0.62
C 3.14036 -6.03275 3.17068 0.19 1.59 -0.17
H -4.36600 2.42217 -6.36707 -0.23 -0.04 0.02
C 4.28688 -7.18127 4.73754 0.58 -0.18 0.72
H 1.00457 12.52552 2.42192 -0.31 -1.26 0.88
H -7.60292 2.06202 1.38674 0.13 0.45 -0.09
C -4.35611 -2.30821 0.42333 0.12 1.09 0.18
H 4.62596 -7.88247 3.97501 -0.09 -0.27 -0.11
H 5.24331 -8.00003 6.53111 0.27 -0.25 -0.26
H -5.92141 1.74878 0.75012 0.06 0.25 0.17
H -0.21488 7.70846 1.27488 0.28 -0.36 -0.68
N 6.60570 -7.01665 5.19357 1.37 -0.39 0.19
H 0.77952 8.43647 2.43446 -0.38 0.04 0.66
O 8.60448 -4.71890 5.03990 0.75 -1.03 -0.29
C 9.01028 -6.05606 5.53959 -1.86 1.40 -0.53
C 1.65794 11.93260 1.78188 0.23 1.12 -1.59
N 1.89912 7.64160 0.94302 -0.49 0.06 -1.23
H -4.46693 -1.23452 -5.79927 -0.81 0.77 0.29
O -0.34983 -1.41324 -9.15429 0.45 -1.51 -1.09
Cl 1.31582 -1.33971 -1.29056 -0.10 -0.07 -0.04
H 10.16784 -4.60792 3.60450 -0.16 -0.26 -0.10
O 4.18287 -5.88972 4.15716 -1.07 -1.20 -0.71
H -2.97390 -4.09814 -0.82124 0.22 -0.51 -0.11
C 5.32445 -7.14769 5.85655 -0.61 0.77 -1.15
H 9.26949 -3.10900 3.90010 -0.49 -0.29 -0.10
C -0.35606 -2.59954 -8.30672 -0.55 0.80 -0.29
H -3.67015 -4.88342 0.62728 -0.03 0.08 0.14
H -5.09140 -0.88624 1.82123 -0.09 0.10 0.03
C 7.70419 -6.74103 6.11516 1.18 0.88 -0.40
H -6.10027 1.92391 4.60076 -0.16 -0.22 -0.10
C 0.71252 6.28148 2.62775 -0.65 0.16 0.13
H -0.16268 6.27018 3.27736 -0.44 0.39 0.03
H -3.89454 1.77308 -4.79060 0.00 0.14 0.34
H 1.52219 6.24709 3.35669 0.53 0.05 -0.34
H -0.44063 3.73515 0.83550 0.38 -0.07 0.20
C -0.59387 4.53864 1.55594 0.99 -0.03 -0.33
H 5.05006 -6.26345 6.43181 0.18 0.31 0.46
H -6.59214 -1.61005 -0.50440 -0.96 0.53 -0.47
H 7.34292 -6.03891 6.86658 0.13 0.00 0.53
C -4.32071 1.51752 -5.76073 -0.41 0.24 0.49
H -4.35564 -5.28275 -0.96638 0.21 0.12 -0.08
H 3.36588 -6.69571 2.33538 0.43 -0.32 0.20
H -5.29688 1.05857 -5.60398 -0.52 0.45 0.11
H -1.30285 -2.43053 -10.67010 -0.27 0.11 -0.31
C -0.37988 -1.86429 -10.54519 -0.43 -0.03 0.99
H 8.05135 -7.66509 6.57743 -0.17 -0.09 0.25
C -3.52309 -0.69079 -5.75902 0.53 0.42 -0.65
H -6.18695 -2.25937 1.62936 0.09 -0.37 0.31
C -0.24030 -2.23076 -6.83833 0.41 -0.22 -0.37
H -7.97497 -0.46722 1.32264 -0.30 0.21 0.33
H 0.45446 -3.26242 -8.60965 0.31 0.01 0.16
O 0.72239 5.07211 1.90718 -1.28 -0.50 -0.65
H 9.74940 -5.86091 6.31657 -0.06 -0.39 0.32
```
Forces are in eV/Å.

Calculated values
Energy relative to the best compared isomer or geometry (same formula, charge and spin)   3.297 eV
HOMO level   -3.5690 eV
LUMO level   2.1 eV
HOMO-LUMO gap   5.7 eV
Total charge   -1


Here is a cluster of 9 separate species, C24H60F12N5O17S4 in total at a distorted geometry from OMol25. Energies are from ωB97M-V with the def2-TZVPD basis set.

Geometry as XYZ:
```
122
Properties=species:S:1:pos:R:3:forces:R:3
H -14.71112 -5.78717 -13.41126 -1.07 -0.39 -1.18
H -12.05407 -6.00012 -16.94804 0.11 0.15 0.03
H -13.45897 -1.55985 -10.95242 -0.34 -0.18 0.50
C -14.56767 -9.01447 -13.25643 0.84 -0.26 0.06
C -11.41810 -8.66840 -19.73649 1.55 -0.27 0.09
H -14.81031 -0.07029 -10.06141 0.30 0.05 0.04
H -10.38783 -10.62980 -19.55350 -0.34 -0.15 0.08
H -10.64227 1.35876 -12.00537 0.18 -0.23 0.17
C -13.46041 0.56124 -12.43900 -0.36 -1.22 0.85
F -16.36746 -5.07102 -17.21829 -0.64 -0.39 -0.29
O -11.22041 -2.88130 -22.25934 -0.64 -1.18 0.38
C -13.21021 -3.68226 -20.57258 4.25 1.12 -3.56
N -13.96636 -5.36840 -12.87267 0.63 -2.29 1.15
H -7.58345 -1.29536 -15.66610 -0.22 0.20 0.68
H -16.35426 0.76512 -16.99111 -0.01 0.52 -0.58
H -14.35067 -8.58638 -14.23508 -0.09 0.10 -0.08
F -8.56591 -4.45407 -12.54304 0.02 1.71 -0.46
C -12.32647 0.05290 -11.49088 0.06 0.10 0.72
S -11.36443 -3.91902 -21.23636 -0.39 2.83 -1.04
H -6.16009 -3.22632 -15.29171 0.34 1.07 0.12
F -13.99287 -3.95420 -21.61911 -0.63 0.10 0.59
F -13.57895 -1.47406 -16.35859 -0.50 0.18 0.42
H -12.30974 -6.61782 -19.51549 0.28 -0.19 -0.55
H -11.24431 -4.82244 -12.64671 -0.10 -0.46 -0.67
H -12.25704 -9.10905 -20.27511 -0.07 0.13 0.23
H -13.76924 -6.17601 -17.37425 -0.09 0.11 0.28
O -10.43348 -3.64112 -20.14824 -0.51 -1.08 0.73
C -11.76217 -7.38013 -18.96127 -1.00 -0.84 1.03
S -8.81391 -2.93582 -10.36306 1.20 1.72 3.80
H -9.55594 -7.84983 -20.59788 0.42 -0.04 0.57
H -19.00413 1.58021 -16.14228 -1.23 0.78 0.42
C -16.48097 0.46340 -15.00562 -0.54 0.31 -0.18
O -6.01435 -3.29280 -17.36638 2.89 -0.07 -2.15
C -12.84057 -6.45357 -12.80383 1.68 1.36 0.99
F -12.35466 -2.80958 -17.44088 -0.08 -0.82 0.18
H -9.96203 -3.41585 -17.46337 0.13 0.41 0.36
N -12.48101 -1.40236 -11.14961 -0.87 0.53 -2.01
H -16.53231 -2.90177 -14.49579 -0.12 0.33 -0.65
O -16.36162 -8.13161 -16.35199 -0.36 1.55 1.35
H -15.41975 0.68633 -14.89518 0.22 0.23 0.29
O -15.90891 -6.44091 -14.55971 0.12 -0.16 -0.34
O -11.42215 -5.28961 -21.73311 0.27 -0.87 0.40
H -12.45634 -8.33339 -11.83244 0.00 -0.33 0.07
H -13.75779 -4.43941 -13.20969 0.73 0.38 -0.21
O -10.74497 -1.80945 -14.97499 -1.82 0.44 0.09
H -8.58924 -3.58482 -15.32494 0.07 -0.34 -0.01
F -14.02280 -3.61284 -16.19338 1.12 0.72 -0.23
H -8.49719 -3.43344 -18.42096 0.22 0.53 0.15
H -10.68150 -6.46688 -12.21374 -0.15 -0.08 -0.38
H -16.76944 -1.58249 -13.35363 -0.08 -0.11 0.23
H -13.81082 -9.75991 -13.01231 -0.05 -0.50 -0.29
H -12.49968 0.42352 -10.48056 0.55 1.14 -0.23
F -9.01472 -2.23698 -12.83161 -0.07 -0.58 -1.13
H -10.96725 -10.08085 -17.93550 -1.20 -0.04 -0.52
C -16.24000 -1.87870 -14.25919 -0.63 1.64 -0.03
O -8.20313 -3.97838 -9.52820 -0.59 0.77 -1.98
S -11.82195 -2.80129 -14.80974 2.38 -3.73 -1.59
O -12.66535 -2.74010 -13.62516 -0.51 1.16 0.29
F -18.34130 -6.13469 -17.44822 0.63 0.13 -0.89
H -17.03980 0.68301 -14.09590 0.11 0.37 0.16
C -12.89850 -6.68912 -16.96602 0.14 0.26 -0.99
O -14.76796 -0.05146 -12.19723 1.50 1.08 0.87
H -14.36151 -5.36437 -11.94319 -0.11 0.57 0.45
O -16.64291 -0.91327 -15.30016 0.28 -1.10 -0.12
H -18.64988 0.00827 -16.35099 -0.05 -0.97 0.50
C -16.94365 1.31518 -16.25752 -0.14 -2.26 -0.46
H -12.35591 -1.87184 -12.03508 0.36 -1.07 -0.67
H -9.25607 -1.65484 -15.95922 -0.87 0.53 1.20
H -4.02660 -3.05569 -16.72882 -0.15 0.06 0.29
H -13.08215 -6.98763 -15.93391 -0.15 -0.58 -0.37
H -10.82157 -6.95400 -18.61229 0.19 0.24 0.22
H -10.17046 -9.13554 -21.41131 0.05 -0.06 -0.44
F -13.35121 -4.52659 -19.62817 -1.43 -1.44 2.34
H -12.68387 -6.75694 -13.83897 -0.32 -0.36 0.22
F -18.06900 -4.69303 -15.93031 0.30 0.47 0.36
O -11.23070 -4.16249 -14.93920 -1.24 1.78 -0.32
H -11.74849 -5.54812 -11.21767 0.06 -0.10 0.40
C -6.57501 -3.64809 -16.20717 -2.67 -0.60 2.05
H -17.19830 3.30736 -17.20507 -0.22 -0.59 -0.21
O -18.14667 -7.46329 -14.73052 1.83 0.57 -1.03
C -10.61531 -9.77249 -18.91996 0.20 1.01 -0.25
C -10.95018 0.32521 -12.16369 -1.20 -0.29 0.01
N -10.40645 -8.27451 -20.93904 -0.94 -0.25 1.69
C -13.04594 -2.68891 -16.31731 0.53 0.43 0.92
C -15.33714 0.33778 -10.92397 -0.52 -0.44 -0.83
C -16.76221 2.82111 -16.33243 -0.13 0.38 0.58
H -9.64799 -9.42098 -18.56105 0.34 0.67 -0.57
H -8.23897 -1.38762 -17.14504 0.38 -0.01 -0.63
C -4.60809 -3.68107 -17.40621 0.37 0.72 -0.31
C -17.42874 -5.64007 -16.61711 -0.03 -1.56 1.77
H -15.17806 -1.83131 -14.01808 0.14 0.12 -0.37
N -8.28559 -1.77320 -16.21270 0.84 -0.47 -1.10
O -8.37029 -1.56256 -9.97742 -0.29 -2.02 -1.59
O -14.50371 -8.06178 -12.22100 -0.89 0.43 1.66
C -13.26149 -7.60092 -11.77481 -0.04 1.28 -3.28
O -10.26379 -2.98156 -10.42262 -1.37 -0.43 -0.65
H -10.19086 -0.41725 -11.91814 0.04 0.37 0.54
H -15.46161 1.41513 -10.81480 0.27 0.10 -0.13
H -18.61431 0.94919 -17.63789 -0.15 0.48 -1.64
H -13.18119 0.33641 -13.46836 -0.29 -0.13 0.01
H -16.33347 -0.10429 -10.92212 0.01 0.03 0.02
S -16.89724 -7.10868 -15.43027 -1.38 -0.32 -0.70
H -15.72560 3.15684 -16.36122 0.30 -0.42 0.24
H -10.75869 -7.55519 -21.55435 -0.88 0.53 -0.62
C -8.10789 -3.28076 -16.25443 0.78 -0.11 0.40
H -15.56349 -9.45742 -13.27225 0.11 0.18 0.08
H -11.83509 -1.79823 -10.48165 0.88 -0.24 0.55
H -13.27616 -7.18010 -10.76943 -0.48 -0.10 0.03
O -12.59999 -7.79222 -17.85520 1.09 0.01 -0.05
H -6.40276 -4.69143 -15.94283 -0.62 -0.66 -0.47
H -4.34539 -4.71827 -17.19810 -0.93 -0.30 0.47
H -8.97595 -4.78412 -17.56076 0.18 -0.20 0.48
N -18.40745 0.94225 -16.64932 2.16 0.18 1.55
C -8.33438 -3.15449 -12.15113 -1.16 -1.11 2.92
F -7.07063 -2.89901 -12.22142 1.87 0.09 -1.10
H -11.14677 0.18738 -13.22692 0.27 0.10 -0.17
C -11.54017 -5.79695 -12.25824 -0.87 0.38 0.85
H -17.25388 3.30892 -15.49076 0.06 -0.03 0.17
H -13.46269 1.64275 -12.30325 -0.33 0.14 -0.07
H -4.13582 -3.54300 -18.37883 -0.80 0.46 -0.30
F -13.36189 -2.42139 -20.18747 -0.69 -0.14 0.39
C -8.91033 -3.70189 -17.44867 -0.20 -1.35 -1.12
```
Forces are in eV/Å.

Calculated values
Multiplicity   2
HOMO level (spin up / spin down)   -2.9878 / -8.9306 eV
LUMO level (spin up / spin down)   -0.8 / -0.8 eV
HOMO-LUMO gap (spin up / spin down)   2.2 / 8.2 eV